Entry from the Open Molecules 2025 dataset: a structure of composition C43H48CaF3N8O3P2S2 in a non-equilibrium geometry (the ωB97M-V functional and the def2-TZVPD basis).

Computed properties:
E_HOMO = -10.344 eV
HOMO-LUMO gap = 8.429 eV
ΔE to the lowest compared entry with this formula, charge and spin = 24.45 kcal per mole
E = -4787.47727 Ha

The geometry in ORCA input format:
```
! RIJCOSX wB97M-V def2-TZVPD def2/J DEFGRID3
* xyz 1 1
Ca 0.24747 -1.23353 -0.80703
N -0.98496 -1.05026 1.35064
C -0.37655 -1.83835 2.44936
C 0.77056 -1.04515 3.04923
N 1.74050 -0.64092 2.03637
C 2.99076 -1.39049 1.94000
C 3.09430 -2.16120 0.63348
N 2.74551 -1.25904 -0.49005
H -1.91385 -1.40587 1.15315
H -1.11325 -0.08772 1.65798
H -1.10273 -2.06856 3.23221
H -0.00938 -2.78421 2.03828
H 0.35506 -0.14317 3.50535
H 1.23865 -1.62382 3.85180
H 1.92955 0.34520 2.12075
H 3.83273 -0.69531 2.01261
H 3.09105 -2.09415 2.77135
H 4.09880 -2.57543 0.52439
H 2.39032 -2.99324 0.63041
H 3.39569 -0.47824 -0.49255
H 2.92504 -1.75508 -1.36116
N -1.23602 3.55102 1.58559
P -1.92079 3.19004 0.03500
C -3.45290 2.28178 0.47989
C -4.52949 2.90427 1.11802
C -5.64269 2.17694 1.50977
C -5.70399 0.81026 1.26320
C -4.64801 0.17772 0.62543
C -3.52878 0.90910 0.23912
C -2.60212 4.81232 -0.43986
C -2.10391 5.99709 0.09220
C -2.60376 7.22270 -0.33482
C -3.59784 7.27350 -1.29881
C -4.08692 6.09400 -1.84984
C -3.58694 4.87231 -1.42800
P 0.11874 2.49871 1.90091
C 1.40461 3.37186 0.93692
C 1.67413 4.72810 1.12558
C 2.63839 5.36076 0.36068
C 3.34823 4.64443 -0.59890
C 3.08814 3.29784 -0.79423
C 2.11306 2.66555 -0.02831
C 0.58628 3.00713 3.59594
C 1.89811 2.76766 4.01384
C 2.29677 3.06285 5.30740
C 1.38720 3.60290 6.20919
C 0.08210 3.83959 5.80938
C -0.31780 3.53745 4.51235
H -1.93126 3.55783 2.32381
H -4.50190 3.97425 1.29369
H -6.46987 2.67642 1.99818
H -6.57631 0.24364 1.56314
H -4.69730 -0.88560 0.41772
H -2.72133 0.36219 -0.24186
H -1.32815 5.95733 0.84577
H -2.21569 8.13900 0.09155
H -3.99374 8.22781 -1.62127
H -4.86195 6.12902 -2.60478
H -3.97735 3.95699 -1.86146
H 1.12529 5.28171 1.87909
H 2.84423 6.41284 0.51031
H 4.10671 5.14063 -1.19074
H 3.64152 2.74781 -1.54470
H 1.88618 1.61502 -0.18107
H 2.62906 2.37604 3.31230
H 3.31994 2.88186 5.61131
H 1.69844 3.84232 7.21752
H -0.62960 4.26598 6.50455
H -1.34532 3.72981 4.23210
F 3.05301 -3.71888 -2.33610
C 1.98629 -4.38947 -2.81328
F 2.03745 -5.63258 -2.36205
F 2.05364 -4.38505 -4.13726
S 0.43299 -3.58197 -2.27700
O 0.54997 -3.47255 -0.80695
O -0.59971 -4.42538 -2.77835
O 0.54822 -2.22404 -2.84960
S -5.55519 -4.73335 -2.91318
C -4.24388 -3.73693 -2.25440
C -3.71699 -3.93056 -0.98304
C -2.70014 -3.10699 -0.55496
N -2.17860 -2.10738 -1.28230
C -2.67236 -1.96163 -2.52005
C -3.69114 -2.73652 -3.04011
C -6.62002 -4.80258 -1.48863
C -6.61913 -5.90709 -0.65119
C -7.45202 -5.89076 0.46037
N -8.25585 -4.87417 0.76426
C -8.26328 -3.83042 -0.06540
C -7.47059 -3.74472 -1.19980
H -4.08744 -4.71138 -0.33354
H -2.26573 -3.27353 0.42544
H -2.23412 -1.17760 -3.12556
H -4.05125 -2.55677 -4.04420
H -5.99239 -6.76375 -0.86156
H -7.46954 -6.73614 1.13893
H -8.93981 -3.02188 0.18854
H -7.51496 -2.87708 -1.84480
C 2.30841 0.51659 -3.34607
C 0.86568 0.88483 -3.33127
N 0.00600 0.68056 -2.34855
C -1.21005 1.15911 -2.81773
C -1.07046 1.65701 -4.06712
N 0.26053 1.47993 -4.37693
H 2.73570 0.65411 -2.35638
H 2.86331 1.14202 -4.04453
H 2.43494 -0.52605 -3.64472
H -2.10199 1.14180 -2.21632
H -1.76824 2.11947 -4.74195
H 0.70850 1.73556 -5.24017
*
```

---

Entry from the Open Molecules 2025 dataset: a structure of composition C43H49BeN4O2S (the ωB97M-V functional and the def2-TZVPD basis).

Computed properties:
E_HOMO = -3.884 eV
HOMO-LUMO gap = 5.784 eV
E = -2450.65062 Ha

The geometry in ORCA input format:
```
! RIJCOSX wB97M-V def2-TZVPD def2/J DEFGRID3
* xyz -1 1
Be 0.53935 -0.80417 0.10359
C 0.31463 0.97370 5.88333
C 0.92760 -0.40406 5.62436
C 0.46526 -0.92835 4.30630
C -0.55598 -1.79023 4.05394
C -1.42239 -2.50673 5.04074
C -0.89218 -3.91155 5.34018
C -0.63725 -1.89050 2.61416
C -1.61064 -2.61611 1.96306
C -1.78478 -2.61970 0.59652
C -2.89910 -3.26389 -0.06258
C -4.06294 -3.89839 0.62200
C -5.04826 -2.82346 1.08491
C -2.70920 -3.07251 -1.39425
C -1.46724 -2.34297 -1.51860
C -0.85980 -2.09502 -2.73011
C 0.36139 -1.47452 -2.86864
N 1.12334 -1.01128 -1.85289
C 2.18487 -0.42015 -2.44404
C 3.16557 0.29468 -1.79306
C 3.15592 0.58027 -0.44380
N 2.29236 0.06865 0.46303
C 2.63978 0.62028 1.64925
C 2.06320 0.31496 2.86305
C 0.98901 -0.53524 3.01839
N 0.30585 -1.12680 2.00726
C 3.74851 1.53673 1.49540
C 4.06764 1.51706 0.17542
C 5.13587 2.28756 -0.52836
C 6.40001 1.44384 -0.70639
C 4.33779 2.37708 2.57929
C 3.47656 3.61343 2.84665
C 2.11915 -0.53873 -3.88784
C 0.96992 -1.21069 -4.15681
C 0.39499 -1.58087 -5.48492
C -0.61911 -0.54214 -5.96786
C 3.09036 0.05000 -4.85308
C 2.83630 1.54709 -5.04435
N -0.94655 -2.04661 -0.30162
C -3.60636 -3.44909 -2.52604
C -4.39438 -2.22510 -2.99627
H 0.67683 1.40061 6.81796
H -0.76963 0.89591 5.93161
H 0.56816 1.65053 5.07103
H 0.64095 -1.08957 6.42528
H 2.01576 -0.32334 5.63346
H -2.44487 -2.58297 4.66286
H -1.46279 -1.93928 5.97382
H -0.88238 -4.51619 4.43638
H -1.51804 -4.40896 6.08034
H 0.12395 -3.85744 5.72656
H -2.30119 -3.18980 2.56228
H -3.73042 -4.48263 1.48349
H -4.56863 -4.58024 -0.06704
H -4.55336 -2.12989 1.76136
H -5.89934 -3.27011 1.59712
H -5.41057 -2.26083 0.22692
H -1.36629 -2.41911 -3.62631
H 3.94588 0.72950 -2.39658
H 2.47881 0.76743 3.74924
H 5.38090 3.18396 0.04537
H 4.78142 2.61582 -1.50774
H 6.77994 1.12875 0.26351
H 7.18027 2.00595 -1.21869
H 6.18155 0.55346 -1.29102
H 5.34382 2.69705 2.29677
H 4.42444 1.79900 3.50230
H 3.41474 4.22857 1.95148
H 3.90004 4.21084 3.65380
H 2.46729 3.31907 3.12404
H -0.09157 -2.55881 -5.42684
H 1.19923 -1.65858 -6.22221
H -1.44224 -0.45987 -5.26267
H -1.02058 -0.82131 -6.94118
H -0.14529 0.43289 -6.05478
H 3.00167 -0.45419 -5.81924
H 4.11103 -0.09609 -4.49328
H 1.85155 1.71184 -5.47563
H 3.58271 1.98616 -5.70598
H 2.87103 2.06101 -4.08682
H -4.30299 -4.22809 -2.20591
H -3.02556 -3.84809 -3.36157
H -4.99724 -1.83545 -2.17870
H -5.04983 -2.47710 -3.82881
H -3.71049 -1.44144 -3.31332
O -3.93202 6.45634 -1.14769
C -4.11464 5.60705 -0.08386
O -4.79330 5.97124 0.84906
C -3.39709 4.34039 -0.18847
C -3.00568 3.80620 -1.42974
C -2.13914 2.75215 -1.49334
C -1.57839 2.19430 -0.32551
S -0.18724 1.19994 -0.50955
C -2.09542 2.62374 0.90992
C -2.98022 3.67012 0.97330
H -3.28557 6.07130 -1.75605
H -3.41642 4.20333 -2.35383
H -1.82978 2.35713 -2.45056
H -1.73760 2.15632 1.81672
H -3.32522 4.04501 1.92765
*
```

---

Entry from the Open Molecules 2025 dataset: a structure of composition C43H49FO5P3S2Zr in a non-equilibrium geometry (the ωB97M-V functional and the def2-TZVPD basis).

Computed properties:
E_HOMO = -9.771 eV
HOMO-LUMO gap = 7.555 eV
ΔE to the lowest compared entry with this formula, charge and spin = 1.77 kcal per mole
E = -4011.67407 Ha

The geometry in ORCA input format:
```
! RIJCOSX wB97M-V def2-TZVPD def2/J DEFGRID3
* xyz 1 1
Zr 1.24290 -0.19974 -0.11042
C 2.77881 -1.86280 -1.30857
C 3.58576 -1.13631 -0.41172
C 3.57535 0.20637 -0.79969
C 2.76620 0.29690 -1.97289
C 2.31376 -0.97667 -2.28889
H 2.54857 -2.91307 -1.23959
H 4.09090 -1.52400 0.45712
H 4.09852 1.01428 -0.32313
H 2.57314 1.21136 -2.51357
H 1.67013 -1.24296 -3.10503
O -0.36018 1.07830 -1.08875
P -1.76603 1.08944 -1.62290
C -2.59083 -0.52464 -1.31369
P -1.51000 -1.89253 -1.83496
O -0.08297 -1.54821 -1.46514
C -1.74406 -2.08937 -3.59802
C -2.82772 -2.81760 -4.08405
C -3.04295 -2.90550 -5.45102
C -2.17119 -2.28287 -6.33233
C -1.08381 -1.56528 -5.85253
C -0.87137 -1.46352 -4.48731
C -2.11368 -3.38392 -1.04738
C -3.37254 -3.49053 -0.46752
C -3.76498 -4.68577 0.11986
C -2.90091 -5.76906 0.13121
C -1.64011 -5.66510 -0.44615
C -1.24591 -4.47709 -1.03425
C -2.75825 2.30047 -0.75883
C -2.10261 3.26500 0.00207
C -2.84282 4.22915 0.67127
C -4.22667 4.23309 0.57878
C -4.88040 3.27354 -0.18395
C -4.14910 2.30658 -0.85360
C -1.77539 1.44481 -3.37214
C -2.90579 1.24806 -4.16279
C -2.85962 1.54357 -5.51364
C -1.68933 2.04195 -6.07533
C -0.56673 2.24884 -5.28780
C -0.60644 1.95060 -3.93245
H -3.57390 -0.57890 -1.78498
H -2.72619 -0.57520 -0.22838
H -3.49556 -3.32983 -3.40153
H -3.88293 -3.47391 -5.82716
H -2.33570 -2.36416 -7.39877
H -0.40180 -1.08316 -6.54015
H -0.04051 -0.88409 -4.11236
H -4.05653 -2.65023 -0.46159
H -4.74403 -4.76532 0.57272
H -3.20522 -6.69777 0.59499
H -0.96427 -6.50929 -0.43103
H -0.25728 -4.39435 -1.47006
H -1.02087 3.26191 0.07442
H -2.33045 4.97569 1.26329
H -4.80147 4.98555 1.10208
H -5.95963 3.27733 -0.25588
H -4.67367 1.56477 -1.44472
H -3.82567 0.85674 -3.74314
H -3.73372 1.38493 -6.13075
H -1.65723 2.27400 -7.13180
H 0.34081 2.64458 -5.72395
H 0.26375 2.10406 -3.30692
O -0.44811 0.30473 1.48616
H -0.18709 -0.14532 2.31153
H -0.42498 1.25805 1.66978
F 1.05424 -2.83134 6.62201
C 0.96302 -2.69591 5.28309
C 2.06562 -2.98649 4.49895
C 1.96950 -2.83224 3.12843
C 0.79116 -2.39333 2.51272
C 0.70412 -2.19130 1.04165
C -0.30410 -2.14720 3.34616
C -0.22880 -2.28725 4.72876
H 2.97905 -3.32423 4.96999
H 2.83509 -3.05557 2.51443
H -0.34965 -2.27324 0.75897
H 1.21939 -3.00940 0.53682
H -1.25926 -1.87845 2.90346
H -1.08329 -2.09847 5.36487
C 1.65870 3.58085 5.41216
C 1.61913 2.24902 4.70076
C 0.53705 1.31529 5.19162
O 1.35322 2.52360 3.28426
P 2.39199 2.04005 2.18672
S 1.62205 2.53519 0.41296
S 2.66114 0.10072 2.26335
O 3.68110 2.85359 2.61473
C 5.01450 2.59226 2.09181
C 5.96434 2.67126 3.26498
C 5.31078 3.59780 1.00004
H 1.86623 3.42121 6.47130
H 0.69588 4.08542 5.32002
H 2.43362 4.22461 4.99943
H 2.59010 1.75312 4.77867
H -0.44417 1.77267 5.04279
H 0.66255 1.10846 6.25465
H 0.57643 0.36695 4.65489
H 5.01746 1.57508 1.68932
H 5.92381 3.66335 3.71648
H 6.98523 2.48542 2.93051
H 5.70629 1.92925 4.02016
H 5.28565 4.61016 1.40489
H 4.57847 3.52733 0.19548
H 6.30293 3.41523 0.58561
*
```

---

Entry from the Open Molecules 2025 dataset: a structure of composition C43H50BrN4O8SiW (the ωB97M-V functional and the def2-TZVPD basis).

Computed properties:
E_HOMO (spin up / spin down) = -5.540 / -5.586 eV
⟨S²⟩ = 2.0100
HOMO-LUMO gap (spin up / spin down) = 7.049 / 6.772 eV
ΔE to the lowest compared entry with this formula, charge and spin = 0.00 kcal per mole
E = -5420.44145 Ha

The geometry in ORCA input format:
```
! RIJCOSX wB97M-V def2-TZVPD def2/J DEFGRID3
* xyz -1 3
W -0.55522 0.75534 0.39726
C 5.33129 2.16542 -4.76438
C 4.02600 1.44877 -5.13761
C 3.51375 2.03444 -6.45383
C 4.30852 -0.04391 -5.35591
C 3.01726 1.61590 -4.00368
C 3.30212 1.09389 -2.74859
C 2.40019 1.24411 -1.72153
Br 2.85522 0.47002 -0.03597
C 1.16696 1.89586 -1.86530
O 0.35924 2.03739 -0.80935
C 0.84726 2.39993 -3.13845
C 1.79744 2.25975 -4.15347
C -0.47272 3.08484 -3.53640
C -1.07249 2.33577 -4.74188
C -0.17237 4.53864 -3.93583
C -1.56387 3.12293 -2.46596
H 6.06944 2.05542 -5.56359
H 5.76017 1.75328 -3.84944
H 5.15351 3.23038 -4.60106
H 4.25663 1.87311 -7.23776
H 3.33924 3.11007 -6.37662
H 2.58337 1.55735 -6.76874
H 5.02074 -0.17700 -6.17477
H 3.39054 -0.57929 -5.60414
H 4.73196 -0.50930 -4.46500
H 4.22474 0.56161 -2.55836
H 1.54676 2.66778 -5.12144
H -0.42515 2.36023 -5.61924
H -2.02389 2.79561 -5.01949
H -1.26113 1.29089 -4.48759
H 0.55849 4.59987 -4.74461
H 0.21750 5.09741 -3.08230
H -1.09070 5.02754 -4.27069
H -1.84745 2.12549 -2.13310
H -2.45086 3.59059 -2.90007
H -1.27475 3.70016 -1.59232
O -2.13098 4.48674 1.15497
C -1.54262 3.43119 1.20478
O -1.86226 2.33290 0.59017
C -0.33124 3.27555 2.08480
C 0.14827 4.27960 2.90515
C 1.23850 4.00446 3.70857
C 1.80855 2.74168 3.67157
C 1.27862 1.79573 2.82114
N 0.22980 2.06502 2.04118
H -0.34989 5.23834 2.89129
H 1.64044 4.76706 4.36374
H 2.65368 2.48356 4.29438
H 1.67042 0.79232 2.74830
O -6.67118 -2.52045 -1.02216
C -6.47383 -1.93531 0.05534
O -7.20116 -1.77053 1.05138
C -5.04773 -1.32850 0.20285
C -4.68563 -0.65177 1.36030
C -3.42501 -0.11328 1.47819
N -2.50278 -0.26345 0.51964
C -2.83810 -0.94600 -0.58905
C -4.10105 -1.45288 -0.80407
C -1.73146 -1.08941 -1.58881
O -1.82372 -1.77998 -2.57216
O -0.64912 -0.40421 -1.26438
H -5.41908 -0.54805 2.14849
H -3.12891 0.45497 2.34794
H -4.35325 -1.97392 -1.71685
C 2.49481 -1.74348 3.57093
C 1.50321 -2.73712 2.96099
C 1.36549 -3.95266 3.88225
C 2.05068 -3.20885 1.60677
Si -0.18796 -1.92175 2.63971
O 0.05695 -0.72213 1.56353
C -0.92232 -1.24771 4.23805
C -1.11615 -2.06439 5.35753
C -1.67357 -1.57214 6.52939
C -2.05431 -0.24017 6.61330
C -1.87749 0.58896 5.51567
C -1.31956 0.08445 4.34858
C -1.34469 -3.19636 1.88442
C -2.29486 -3.92861 2.59613
C -3.13601 -4.83012 1.95753
C -3.04881 -5.01528 0.58504
C -2.11250 -4.29787 -0.14619
C -1.27340 -3.40407 0.50364
H 3.40102 -2.26545 3.89985
H 2.07891 -1.22182 4.43930
H 2.80820 -0.99846 2.83354
H 2.32585 -4.47936 3.93724
H 0.61923 -4.66205 3.51282
H 1.10050 -3.66471 4.90167
H 3.03632 -3.67119 1.73936
H 2.16674 -2.37687 0.90802
H 1.39679 -3.95299 1.14527
H -0.83507 -3.11076 5.32474
H -1.81552 -2.23270 7.37590
H -2.49633 0.14467 7.52380
H -2.18243 1.62786 5.56091
H -1.20965 0.74511 3.50136
H -2.42205 -3.77110 3.66216
H -3.88295 -5.36634 2.52954
H -3.73120 -5.68906 0.08304
H -2.05861 -4.39368 -1.22429
H -0.57350 -2.82189 -0.08775
N 1.65495 -3.96490 -1.94863
N 1.58405 -2.53078 -1.92654
H 0.94627 -4.38521 -1.35417
H 2.55783 -4.22605 -1.57633
H 1.25192 -2.20623 -1.02105
H 0.88162 -2.25132 -2.60191
*
```